DFT (ωB97M-V/def2-TZVPD) results for a cluster of 12 separate species, C48H81N9O6 in total in a non-equilibrium geometry.

Summary:
E   -2821.78613 Ha
LUMO   0.28 eV
ΔE to the lowest compared entry with this formula, charge and spin   0.00 kcal/mol
SMILES   O=C1CCCO1.O=C1CCCO1.O=C1CCCO1.CCCC#N.CCCC#N.CCCC#N.CCCC#N.CCCC#N.CCCC#N.CCCC#N.CCCC#N.CCCC#N
HOMO level   -9.65 eV
Frontier orbital gap   9.935 eV

CARTESIAN COORDINATES (ANGSTROEM)
H: -0.1716 -2.0288 7.5113
H: 3.7129 2.1603 -5.1780
H: -3.6362 -0.3161 -4.5221
H: -5.7221 0.7803 0.7599
H: 3.4021 -2.4942 -3.6666
H: 5.4785 -0.2905 -4.8119
H: 2.8121 -2.1604 1.6631
C: -3.0896 3.8205 -4.8850
H: 4.2611 -0.4448 4.7237
H: -3.4024 1.1580 -0.1146
H: 1.6432 -4.4085 1.5066
C: 2.7041 0.1467 -3.1433
C: 0.5992 -2.0934 5.5378
H: -4.3271 -2.1558 2.0973
H: -1.6045 -2.6359 -4.1100
C: 3.8022 1.1580 -3.1888
H: -0.3433 -1.8256 -3.2662
C: -2.3253 6.4861 -0.3469
C: 3.3071 -4.6291 -4.0706
H: 4.6056 6.5136 1.5660
C: 3.0543 3.5856 0.6685
H: -0.6133 0.5281 5.6714
H: -0.1692 -1.0812 -0.9526
C: -2.9503 2.5853 -2.7621
N: 4.4320 -0.0983 -0.1477
H: -2.3566 3.2443 -5.4261
H: -5.3597 1.5372 2.2910
H: 1.2079 0.9502 -0.3810
H: 3.2920 2.5299 0.9142
N: 2.5786 -3.7847 -0.6572
H: 2.9689 3.5770 -0.4370
C: 4.1971 4.4944 1.0752
H: -2.6017 5.0618 1.3393
H: 3.6744 -2.9857 -5.3595
H: 4.2930 -2.8872 1.1834
H: 2.0799 3.8460 1.1148
C: 0.2173 -5.2203 2.9696
C: -0.0129 5.9836 1.6742
H: 5.3204 0.7021 -6.2823
H: -3.5009 0.1139 1.3347
H: 1.3338 -1.4815 -0.0594
H: -2.0895 7.4010 0.2162
C: 0.3551 -1.0216 -0.0136
H: 5.5687 -1.4277 2.7598
O: 1.6230 -2.7190 5.5018
H: 0.9613 1.8713 1.8292
H: -3.5315 -4.4337 2.3142
C: -2.2304 -1.5750 -2.4441
H: -3.3415 6.5234 -0.6999
H: -0.8007 -3.3744 6.5681
H: -3.8119 4.1449 -5.6112
H: 3.1215 -6.1092 -2.6557
H: 0.0614 4.9954 -0.1461
C: 3.8548 -3.2585 -4.3229
C: -2.5485 5.0395 -4.1518
C: -2.8187 -0.4231 -5.2620
C: -5.7581 -4.5848 1.9796
H: -0.0608 0.5029 2.3577
C: -2.7630 1.9274 1.7500
H: 4.0989 0.5001 3.2626
H: 4.5927 4.1638 2.0290
H: -6.6125 3.0662 0.6644
H: -1.8293 4.7855 -3.3617
C: 0.8937 -6.5674 3.0945
O: 0.3000 -1.0897 4.7147
H: 4.5973 0.7462 -2.5611
H: -0.4847 4.0659 1.2024
H: -5.8912 -4.4980 3.0567
C: 3.0749 6.5351 -0.0137
H: 2.2207 -4.7072 -4.2867
N: 1.9202 -0.6634 -3.1081
C: -3.7033 1.1120 0.9487
H: -2.3215 -1.9635 5.4158
C: 3.9152 -0.4910 3.6851
N: 2.5496 6.8962 -0.9661
H: 3.8644 -5.3090 -4.7463
H: -3.4203 5.5140 -3.7112
O: 0.4243 -7.6615 3.0679
H: -0.5886 -0.4335 -5.1867
C: 3.7546 5.9339 1.1967
H: -4.7200 3.2137 -3.4571
H: 2.8179 -0.5543 3.7537
C: 3.5608 -5.1253 -2.6401
H: -5.3233 2.7023 -0.4909
C: -5.1494 1.5869 1.2287
H: -2.1844 -0.8941 6.8091
C: -1.6543 -1.3731 6.0151
C: 4.3887 1.5636 -4.5630
C: 4.1605 -0.9069 0.5955
O: 2.2321 -6.3808 3.2561
C: -6.6399 -3.5537 1.2828
N: 0.3960 6.7501 2.3976
H: 4.6358 -5.2335 -2.4225
H: -4.0740 1.8341 -4.3169
C: 2.4827 -4.9393 3.3347
H: 1.2051 -3.2957 2.7753
C: -4.2998 -4.2448 1.5736
C: 0.4350 0.5195 0.2533
H: -6.1351 -5.5588 1.6840
C: -4.4444 -2.7760 1.2030
N: -1.9917 2.4616 2.4011
H: -2.8763 0.4124 -5.9485
H: -2.1594 4.3708 -0.2522
H: 5.0493 4.4898 0.3757
H: -1.4651 -0.1538 4.2592
C: 4.8050 0.3724 -5.3621
H: 4.9304 -3.2681 -4.1559
H: -3.0242 -1.3368 -5.8079
N: -2.8935 -1.4908 -1.4961
H: -5.0285 3.8194 0.8604
N: -1.0801 -2.5187 1.6537
H: 2.8971 5.9362 1.8562
H: 2.4938 -4.6008 4.3850
H: 1.6455 0.3040 1.9479
H: -0.1664 -4.9605 3.9722
C: -1.3592 -1.7200 -3.6168
C: 2.9976 -4.3876 -1.5462
H: 4.4870 -2.5703 3.5824
H: -3.7893 -2.4117 0.4132
C: 4.5110 -1.6545 2.9689
C: -3.8139 2.8450 -3.9065
C: -2.0055 5.2059 0.4029
O: -7.8180 -3.5755 1.0875
H: -0.5435 0.9071 -0.0719
H: -2.0762 5.7696 -4.8235
C: 3.9185 -1.9911 1.6184
H: -3.9903 -4.8285 0.7179
N: -2.3610 2.3440 -1.8138
O: -5.8217 -2.5874 0.7238
H: 3.3786 2.0128 -2.6836
H: 5.2138 2.2387 -4.3075
C: -1.4587 -0.5144 -4.5272
C: -0.9303 -0.3805 5.1633
C: 1.3966 -4.3390 2.5683
H: 3.9126 -0.1587 -5.6504
H: -1.3595 0.3420 -3.8395
C: -0.5045 -1.8537 0.9410
H: -1.6862 6.4452 -1.2402
C: -0.5817 5.0298 0.7496
H: -0.6067 -5.2950 2.2993
C: 0.7442 0.8267 1.6812
H: 3.4515 -4.8198 2.8854
C: -5.5350 2.9008 0.5578
C: -0.5329 -2.3046 6.5063

DFT (ωB97M-V/def2-TZVPD) results for a cluster of 8 separate species, C44H86N5O9 in total in a non-equilibrium geometry.

Summary:
E   -2678.79398 Ha
LUMO   -3.62 eV
HOMO level   -10.95 eV
Frontier orbital gap   7.328 eV
Charge   +1

CARTESIAN COORDINATES (ANGSTROEM)
C: -5.9207 2.2330 -8.0934
O: -1.1818 0.7412 -4.9689
C: -0.0398 6.0630 3.9671
H: 0.9616 0.8941 -5.2317
N: 0.0561 -2.0006 0.6859
H: -0.0158 -1.4595 -6.7782
H: 6.7667 6.4178 4.7681
H: -10.8781 -1.6337 -9.6366
H: -5.4702 2.9609 -7.4165
H: -5.1817 -2.2858 0.9289
C: -0.8837 2.0171 0.2435
H: 1.3872 -2.8685 5.5448
C: 1.7588 1.5983 -5.0449
H: 6.4265 8.5443 6.3462
H: -9.5751 -0.9196 -10.6073
H: -0.7268 7.7700 2.8662
C: 0.0573 0.8027 -1.8254
H: 8.1375 0.6932 4.6420
H: -2.5875 -3.6054 0.2359
C: 4.9767 7.0906 5.7362
C: 0.7565 6.7401 5.0477
C: -1.2618 0.0888 -5.9924
H: -0.5395 2.8941 -1.6460
C: 10.5936 -1.7211 4.0939
H: 8.0227 -0.6531 3.4956
C: -4.6149 -3.2111 0.8635
C: -10.1319 -0.8389 -9.6726
H: -5.4438 2.3077 -9.0681
H: 8.0964 -0.9743 5.2412
H: -0.4852 0.2970 -2.6221
H: 4.2332 -0.7565 0.1301
H: -1.8593 -2.1818 -1.2376
C: 4.0142 -0.2903 2.2097
C: 1.8304 -0.2377 -0.4053
H: 1.1386 -5.8799 3.2037
H: -6.9840 2.4549 -8.1948
H: 4.6547 2.2294 -6.8926
O: 0.4284 2.2185 0.7283
H: 2.2182 1.3667 -4.0819
H: -5.9113 1.2131 -5.4426
H: 11.6753 -1.6173 4.0652
C: 2.2535 -1.1607 0.5632
C: -1.7985 0.6766 -7.2642
H: 10.3229 -2.4270 4.8805
C: 0.4983 2.2127 2.1469
O: 2.6605 0.7134 -7.0488
H: -0.4469 -1.6552 -5.0660
C: 3.9959 2.4078 -6.0464
C: -0.0450 -4.1301 4.5914
C: -0.8508 1.9279 -1.2623
H: 3.6749 3.4505 -6.0567
H: 4.6307 -0.1200 4.8409
C: 1.4121 -2.3423 3.4976
H: 4.0712 -2.1755 1.0964
O: -5.1429 -0.0120 -8.1691
H: -7.7787 -2.3738 -9.2722
C: 0.5146 -0.1960 -0.8183
H: -0.7898 -6.2182 2.0764
O: -9.0727 -0.0707 -7.6885
H: -4.8702 -3.6393 -0.1028
H: -3.6011 -0.8424 0.5004
H: -2.1564 -1.0914 1.4871
C: -5.7407 0.8393 -7.5470
H: 1.0147 -7.3569 4.1543
H: 2.1449 -4.0918 4.5559
H: 4.5420 2.2157 -5.1213
H: 3.1179 0.0968 2.6882
C: 2.7962 1.4967 -6.1382
H: -1.6722 -6.5920 3.5245
H: 1.1476 1.4002 2.4759
H: -1.0351 0.6336 -8.0429
H: 1.7692 6.9423 4.6992
C: 5.8808 5.9896 5.2388
C: -0.2148 6.8262 2.6754
C: -9.1914 -0.9608 -8.5004
H: -7.4218 0.7167 -6.2460
H: 2.5913 -3.4134 1.9765
H: 0.4622 -1.8043 3.4717
H: -4.3800 -4.7179 2.2333
O: 3.8415 7.2087 5.3335
H: -0.4794 2.0793 2.6039
N: -4.8111 -2.3923 3.6057
H: -2.1113 -0.4629 -1.2270
H: 10.2464 -2.1097 3.1350
H: 5.8542 7.4854 7.6501
H: 2.1676 -1.6058 3.7581
H: -6.9726 -3.2328 4.3667
H: -1.3235 1.1156 0.6830
C: -5.6268 -3.4069 3.0603
C: -0.3581 -1.1518 -0.2273
H: 0.9196 1.2715 -2.2830
C: 0.4756 -6.4728 3.8331
H: -2.6775 0.1157 -7.5893
H: 5.3479 5.3821 4.5109
H: -5.3025 -1.8827 4.3255
H: -0.7625 -7.8810 2.7147
H: 1.3413 2.6063 -5.0186
H: 4.8058 8.7773 7.0314
H: -7.7654 -2.2014 -7.5073
C: 8.4558 -0.3261 4.4416
H: -1.5276 2.8459 0.5473
C: -0.8154 -1.3483 -6.0438
H: 0.8830 3.1572 2.5189
N: 1.3304 -1.9817 1.0575
C: -0.7668 -6.8302 2.9747
H: -2.0807 1.7139 -7.0969
H: -0.4381 -4.1159 3.5731
C: 9.9648 -0.3744 4.3666
C: 1.6211 -2.9538 2.1268
H: -4.4725 -1.7319 2.9189
C: 5.5533 8.0367 6.7582
C: 1.3066 -3.3995 4.5987
O: 5.3665 -0.2992 4.2474
C: -2.7202 -1.4609 0.6356
C: -3.0947 -2.9334 0.9215
H: -1.8741 1.7977 -1.6064
H: -0.7718 -3.6037 5.2032
C: -6.3465 0.5568 -6.1998
H: -0.8287 -5.9382 5.4795
H: -2.7565 -3.1888 1.9226
H: 0.2774 7.6797 5.3280
H: -6.1546 -0.4790 -5.9265
H: 4.3176 -1.9582 3.5460
H: -9.0815 -3.0911 -8.3014
H: -10.6347 0.1245 -9.6379
O: -0.5212 4.9598 4.1145
H: 4.6184 0.5592 1.9054
C: 4.8744 -1.0844 3.1929
H: 0.8077 6.0924 5.9200
C: -1.8066 -1.2949 -0.6080
H: 0.8903 -5.6588 5.7815
H: 2.5502 0.4611 -0.7998
C: -8.4026 -2.2414 -8.3874
H: 0.7597 7.0377 2.2327
H: 6.1943 5.3593 6.0721
H: 0.8811 -3.7375 2.0069
C: 0.1003 -5.5932 5.0364
N: -5.1201 -4.0983 1.9281
H: 5.7236 -1.4769 2.6372
C: 3.6910 -1.1642 0.9762
H: -1.6523 -1.9872 -6.3289
O: 10.6349 0.6179 4.5178
N: -6.7292 -3.7813 3.5434
H: -0.8051 6.2350 1.9782

What is the frontier orbital gap in the second record? 7.328 eV

Number 1 is which compound? C48H81N9O6

Among the records above, which one has the lowest frontier orbital gap? C44H86N5O9

Which of these has the highest frontier orbital gap? C48H81N9O6